(one)
Computed, not measured: a cluster of 2 separate species, C4H12NO in total, with the ωB97M-V functional and the def2-TZVPD basis.

Properties
gap between HOMO and LUMO = 9.76 eV
total charge = +1
HOMO energy = -14.9 eV
M = 90.15 g/mol
2S+1 = 1

Element x y z (Å)
C: -2.64 -1.10 0.52
C: -1.67 0.02 -0.02
C: -0.30 -0.33 -0.33
C: 1.74 0.80 -1.07
N: 0.64 0.79 -0.32
H: -3.47 -0.91 1.19
H: -1.96 -1.85 0.89
H: -3.28 -1.59 -0.33
H: -1.73 0.84 0.65
H: -2.17 0.55 -0.82
H: -0.29 -0.91 -1.32
H: 0.07 -1.14 0.34
H: 2.24 -0.05 -1.53
H: 2.20 1.67 -1.37
H: 0.44 1.51 0.37
H: 3.49 -0.16 0.97
H: 3.35 1.23 1.49
O: 3.37 0.65 0.69



(two)
Computed, not measured: a cluster of 2 separate species, C4H12NO in total, with the ωB97M-V functional and the def2-TZVPD basis.

Properties
gap between HOMO and LUMO = 10.48 eV
total charge = +1
HOMO energy = -13.8 eV
M = 90.15 g/mol
2S+1 = 1

Element x y z (Å)
C: -0.40 0.47 -1.11
C: 1.14 0.05 -1.19
C: 1.61 -0.47 0.19
C: 1.36 -1.62 0.78
N: -1.36 -0.41 -0.27
H: -0.36 1.49 -0.66
H: -0.82 0.47 -2.21
H: 0.99 -0.84 -1.87
H: 1.77 0.79 -1.73
H: 2.58 0.22 0.54
H: 1.59 -2.06 1.74
H: 0.82 -2.47 0.33
H: -2.34 -0.05 -0.08
H: -1.45 -1.32 -0.68
H: -0.88 -0.45 0.67
H: -0.73 2.36 2.00
H: -2.18 1.91 2.02
O: -1.33 1.92 1.53



(three)
Computed, not measured: a cluster of 2 separate species, C4H12NO in total, with the ωB97M-V functional and the def2-TZVPD basis.

Properties
gap between HOMO and LUMO = 10.12 eV
total charge = +1
HOMO energy = -15.0 eV
M = 90.15 g/mol
2S+1 = 1

Element x y z (Å)
C: -1.26 -1.67 0.90
C: 0.12 -1.07 1.07
C: 0.23 0.14 0.16
C: 2.46 0.72 -0.58
N: 1.53 0.85 0.26
H: -1.33 -2.65 1.33
H: -2.06 -1.06 1.32
H: -1.51 -1.83 -0.16
H: 0.27 -0.78 2.12
H: 0.87 -1.80 0.78
H: 0.12 -0.17 -0.88
H: -0.50 0.92 0.33
H: 2.39 -0.06 -1.33
H: 3.32 1.38 -0.55
H: 1.65 1.65 0.88
H: -2.01 2.53 -1.60
H: -2.56 1.27 -2.22
O: -1.74 1.63 -1.83



It is (three) that is most stable; the runner-up trails by 137.1 kJ/mol.